No. 1
{"formula": "C10H12N4", "method": "the ωB97M-V functional and the def2-TZVPD basis", "smiles": "N#Cc1cccnc1N1CCNCC1", "lumo_ev": 0.4, "symbols": ["N", "N", "N", "N", "C", "C", "C", "C", "C", "C", "C", "C", "C", "C", "H", "H", "H", "H", "H", "H", "H", "H", "H", "H", "H", "H"], "positions_angstrom": [[0.10, 0.30, -0.24], [1.20, -0.29, 1.71], [-0.81, 2.68, -1.62], [-1.18, -3.05, -1.46], [0.37, -0.65, 0.69], [1.41, -1.18, 2.71], [0.27, -2.90, 1.56], [0.99, -2.52, 2.66], [-0.04, -1.96, 0.57], [0.88, 1.54, -0.18], [-1.05, 0.23, -1.21], [-0.60, -2.50, -0.63], [0.58, 2.27, -1.56], [-1.75, 1.56, -1.26], [0.89, 1.53, -2.39], [-2.21, 1.75, -0.31], [1.97, -0.77, 3.48], [0.09, -3.98, 1.35], [-0.98, 3.65, -1.18], [-2.65, 1.37, -1.92], [1.91, 1.34, -0.06], [1.34, -3.25, 3.44], [0.58, 2.31, 0.56], [-0.75, -0.13, -2.18], [1.21, 3.14, -1.63], [-1.77, -0.49, -0.87]], "mulliken_charge": [0.201, -0.549, -0.330, -0.579, 0.692, -0.429, -0.502, -0.510, 0.536, -0.480, -0.975, -0.050, -0.884, -0.643, 0.213, 0.327, 0.475, 0.370, 0.295, 0.349, 0.526, 0.310, 0.215, 0.275, 0.472, 0.675]}


No. 2
{"formula": "CH4O2SSi", "method": "the ωB97M-V functional and the def2-TZVPD basis", "lumo_ev": [-1.1, -1.8], "symbols": ["S", "Si", "O", "O", "C", "H", "H", "H", "H"], "positions_angstrom": [[-1.07, 0.91, -0.89], [1.17, -0.35, 0.82], [-2.27, 0.49, -1.54], [-0.44, 2.17, -1.19], [-0.71, 0.01, 0.45], [1.41, 0.90, 1.35], [-1.06, -2.14, -0.19], [1.23, -1.38, 1.74], [1.75, -0.62, -0.57]], "mulliken_charge": [0.814, 0.533, -0.421, -0.452, -0.283, -0.104, 0.078, -0.098, -0.067]}


No. 3
{"formula": "H20O10", "method": "the ωB97M-V functional and the def2-TZVPD basis", "lumo_ev": -0.2, "symbols": ["O", "O", "O", "O", "O", "O", "O", "O", "O", "O", "H", "H", "H", "H", "H", "H", "H", "H", "H", "H", "H", "H", "H", "H", "H", "H", "H", "H", "H", "H"], "positions_angstrom": [[2.42, 2.13, -1.58], [-1.36, -0.56, -1.78], [0.35, -0.12, 0.32], [2.08, -1.77, -1.96], [0.35, 2.21, -1.24], [1.67, -1.81, 1.26], [0.34, 3.06, 1.31], [-3.43, -0.73, 0.51], [-1.90, -3.12, 0.51], [0.05, -0.15, 3.14], [1.75, -1.85, -0.98], [-2.17, -0.43, -2.55], [2.02, -2.70, -2.41], [2.96, 1.43, -1.67], [-0.30, 2.43, 1.66], [-0.98, 0.33, -1.57], [0.44, 0.73, -0.10], [-0.15, 2.65, -1.84], [-0.53, -0.38, 0.02], [-3.92, -0.41, 1.26], [0.96, -2.26, 1.87], [-3.37, -0.24, -0.24], [-2.39, -2.33, 0.35], [-1.73, -3.03, 1.46], [2.91, 2.76, -1.01], [1.06, -1.20, 0.78], [1.36, 2.08, -1.36], [0.13, 0.24, 2.09], [0.42, 2.93, 0.35], [0.95, 0.13, 3.38]], "mulliken_charge": [-0.500, -0.685, -0.441, -0.661, -0.894, -0.744, -0.699, -0.595, -0.617, -0.649, 0.356, 0.302, 0.296, 0.320, 0.293, 0.274, 0.437, 0.139, 0.318, 0.279, 0.299, 0.266, 0.328, 0.296, 0.369, 0.379, 0.437, 0.349, 0.416, 0.333]}


No. 4
{"formula": "C3H6BrNO3", "method": "the ωB97M-V functional and the def2-TZVPD basis", "smiles": "C=[N+]([O-])O.CC(=O)Br", "lumo_ev": 0.2, "symbols": ["Br", "O", "O", "O", "N", "C", "C", "C", "H", "H", "H", "H", "H", "H"], "positions_angstrom": [[2.96, 0.35, 0.34], [-2.09, 1.68, -0.64], [-2.18, 0.00, 0.72], [0.97, 0.24, -1.67], [-1.45, 0.93, 0.31], [-0.24, 1.14, 0.67], [0.83, -1.69, -0.20], [1.34, -0.39, -0.73], [0.25, 0.48, 1.34], [0.31, 2.03, 0.46], [1.62, -2.42, -0.39], [0.75, -1.69, 0.81], [-0.09, -1.94, -0.59], [-2.97, 1.28, -0.40]], "mulliken_charge": [-0.222, -0.398, -0.750, -0.420, 0.789, -1.038, -0.962, 0.510, 0.629, 0.345, 0.351, 0.405, 0.377, 0.383]}


| no. | E (eV) |
| --- | --- |
| 1 | -16523.6505 |
| 2 | -23901.9616 |
| 3 | -20796.3396 |
| 4 | -80879.2398 |